Record 1
Formula: C7H28N14O7
Source: the OMol25 dataset
Level of theory: ωB97M-V/def2-TZVPD

Results
* structure (SMILES): NC(N)=O.NC(N)=O.NC(N)=O.NC(N)=O.NC(N)=O.NC(N)=O.NC(N)=O
* LUMO level: 0.19 eV
* orbital gap: 8.711 eV
* relative energy (zero: lowest compared OMol25 entry of this formula, charge and spin): 25.1 kcal/mol
* total charge: 0

```
56
Properties=species:S:1:pos:R:3:nbo_charge:R:1
O 2.485 -3.325 2.258 -0.666
H 0.523 -3.200 3.834 0.413
H 3.712 -0.500 -3.981 0.393
C 1.772 -0.978 -4.078 0.763
H 1.961 -6.255 3.285 0.371
C -0.322 -0.267 0.419 0.787
O -1.529 -0.977 -3.007 -0.720
N 2.363 -5.553 2.688 -0.854
H 0.470 -4.912 4.142 0.391
N -1.500 3.264 -0.201 -0.849
N 0.506 2.480 -2.364 -0.835
C -0.620 -0.551 5.444 0.762
H -0.645 -2.041 6.763 0.375
N -1.169 -1.683 5.986 -0.854
C 1.942 -4.242 2.848 0.778
H -4.388 -0.350 -4.286 0.387
N -3.425 -0.616 -4.275 -0.837
H 0.053 -1.791 -3.450 0.436
H -1.516 2.314 0.132 0.441
H 1.418 -0.846 -0.415 0.385
H 3.478 -2.181 -4.019 0.381
N 1.035 -2.010 -3.608 -0.867
H 0.927 0.622 5.541 0.421
N 0.880 -4.126 3.677 -0.842
H 1.170 -0.795 1.860 0.404
N 1.483 4.505 -2.496 -0.856
O 0.199 3.816 1.168 -0.693
H 2.327 4.229 -2.036 0.394
O 1.308 0.120 -4.369 -0.648
H 1.395 -2.595 -2.872 0.377
H -2.958 -0.733 -5.158 0.407
N -3.497 -0.345 -2.055 -0.847
H -0.299 6.184 0.466 0.401
H -0.192 1.833 -2.689 0.414
C -0.613 4.153 0.309 0.768
H 1.522 5.412 -2.932 0.394
N 0.246 -0.495 1.602 -0.844
O -0.614 4.171 -3.386 -0.683
N 0.482 -0.555 -0.629 -0.846
N 3.104 -1.270 -4.211 -0.853
C 0.366 3.771 -2.773 0.780
C -2.704 -0.634 -3.118 0.801
H 1.067 -0.912 6.458 0.384
N -0.879 5.479 0.056 -0.854
H 3.129 -5.893 2.142 0.410
H 1.180 2.219 -1.672 0.391
H -2.026 3.595 -0.992 0.388
O -1.163 0.116 4.567 -0.655
H -4.494 -0.345 -2.096 0.387
H -1.713 5.738 -0.435 0.387
N 0.540 -0.168 6.038 -0.842
O -1.470 0.193 0.295 -0.735
H 0.163 -0.414 -1.575 0.433
H -0.314 -0.363 2.434 0.421
H -2.162 -1.822 5.949 0.415
H -2.995 -0.471 -1.182 0.439
```

***

Record 2
Formula: C7H28N14O7
Source: the OMol25 dataset
Level of theory: ωB97M-V/def2-TZVPD

Results
* structure (SMILES): NC(N)=O.NC(N)=O.NC(N)=O.NC(N)=O.NC(N)=O.NC(N)=O.NC(N)=O
* LUMO level: -0.02 eV
* orbital gap: 8.914 eV
* relative energy (zero: lowest compared OMol25 entry of this formula, charge and spin): 103.3 kcal/mol
* total charge: 0

```
56
Properties=species:S:1:pos:R:3:nbo_charge:R:1
H -16.370 -29.238 -3.746 0.429
C -17.881 -34.558 0.751 0.733
H -14.619 -31.519 2.690 0.390
C -15.606 -30.335 1.578 0.749
N -17.081 -32.208 -2.391 -0.878
N -14.688 -29.495 1.963 -0.836
H -13.941 -35.420 -1.442 0.389
O -16.415 -36.191 -3.325 -0.655
N -18.878 -33.998 0.238 -0.816
O -11.382 -32.759 -4.004 -0.654
C -20.258 -31.959 -2.344 0.758
N -20.658 -31.120 -3.169 -0.776
H -16.823 -33.474 -0.452 0.406
H -19.006 -26.340 -3.067 0.413
H -9.507 -31.312 -3.734 0.412
H -15.881 -34.576 0.628 0.409
N -18.079 -26.730 -3.160 -0.824
H -19.794 -34.419 0.304 0.406
H -20.252 -30.195 -3.208 0.453
H -17.569 -33.004 -2.776 0.407
C -15.483 -36.375 -2.620 0.773
H -12.944 -32.186 -2.326 0.430
H -17.754 -31.643 -1.894 0.438
H -14.188 -29.610 2.833 0.384
N -15.419 -31.511 2.074 -0.815
H -17.263 -26.230 -2.836 0.374
N -20.429 -33.196 -2.720 -0.825
N -16.736 -34.175 0.270 -0.843
N -12.087 -31.667 -2.202 -0.863
H -14.594 -30.356 -2.882 0.406
C -11.214 -31.916 -3.147 0.743
H -15.858 -30.307 -1.709 0.421
O -19.459 -31.692 -1.426 -0.752
H -16.170 -27.555 -3.178 0.370
C -17.950 -27.922 -3.695 0.761
O -16.464 -30.026 0.724 -0.716
N -14.591 -35.475 -2.213 -0.884
O -18.900 -28.533 -4.201 -0.711
H -11.753 -31.135 -1.411 0.382
O -18.088 -35.493 1.552 -0.722
N -16.718 -28.306 -3.572 -0.815
H -16.100 -32.208 1.810 0.436
O -15.224 -32.833 -3.389 -0.684
H -21.302 -31.516 -3.838 0.382
H -20.731 -33.358 -3.671 0.388
H -20.066 -33.960 -2.170 0.413
N -10.182 -31.145 -3.001 -0.837
N -15.130 -37.550 -2.102 -0.840
N -15.416 -30.785 -2.481 -0.860
H -18.715 -33.260 -0.432 0.400
H -14.908 -34.603 -2.614 0.428
H -14.295 -37.557 -1.533 0.377
C -15.829 -31.990 -2.758 0.759
H -14.620 -28.628 1.449 0.407
H -10.344 -30.284 -2.500 0.384
H -15.702 -38.377 -2.200 0.398
```

***

Record 3
Formula: C7H28N9O10
Source: the OMol25 dataset
Level of theory: ωB97M-V/def2-TZVPD

Results
* LUMO level: 2.35 eV
* orbital gap: 9.378 eV
* relative energy (zero: lowest compared OMol25 entry of this formula, charge and spin): 0.0 kcal/mol
* total charge: -1

```
54
Properties=species:S:1:pos:R:3:nbo_charge:R:1
H 1.712 -20.959 3.440 0.162
O 8.090 -24.276 0.646 -0.746
O 0.911 -21.449 5.321 -0.737
O 2.813 -27.374 2.974 -0.704
O 9.081 -21.655 5.798 -0.688
N 6.904 -20.383 -0.242 -0.858
H 4.929 -27.341 5.256 0.149
O 5.620 -27.113 3.299 -0.746
H 1.744 -24.572 1.396 0.412
C 6.568 -19.475 0.730 0.774
H 7.199 -23.912 0.697 0.482
C 0.253 -23.311 0.657 0.775
N 1.021 -22.250 1.060 -0.871
H 7.621 -25.460 2.327 0.179
H 1.865 -22.544 1.530 0.420
C 8.366 -24.750 1.954 -0.257
H 0.848 -20.503 5.456 0.464
H 5.221 -25.648 4.741 0.168
H 2.784 -21.828 4.509 0.178
C 2.128 -26.718 3.754 0.780
H 1.210 -28.305 4.579 0.406
H 0.874 -26.766 5.363 0.392
N 4.731 -23.153 2.369 0.738
N 2.227 -25.367 3.877 -0.856
H 4.687 -27.225 3.051 0.496
H 5.081 -19.245 2.137 0.402
N 1.238 -27.304 4.599 -0.846
N 7.372 -23.089 5.247 -0.877
C 8.193 -22.007 5.044 0.777
H 5.121 -20.760 1.255 0.402
H 0.776 -21.337 0.734 0.400
H 7.632 -23.648 6.036 0.393
C 5.561 -26.684 4.644 -0.255
H 7.055 -21.533 3.342 0.410
C 1.737 -21.741 4.201 -0.243
H 6.601 -21.340 -0.243 0.408
O 3.541 -23.281 2.002 -0.588
H 6.545 -26.737 5.117 0.171
H 8.454 -23.913 2.653 0.172
H 0.276 -25.337 0.953 0.396
H 1.418 -24.868 4.192 0.399
O -0.774 -23.219 0.001 -0.685
H 3.041 -24.981 3.424 0.438
H 9.309 -25.300 1.943 0.162
H 8.457 -20.545 3.682 0.399
H 7.553 -20.052 -0.929 0.400
H 1.421 -22.685 3.776 0.173
N 0.788 -24.486 1.097 -0.867
N 5.556 -19.899 1.546 -0.857
O 5.615 -22.921 1.536 -0.550
O 7.138 -18.402 0.838 -0.677
H 6.524 -23.166 4.701 0.427
N 7.891 -21.352 3.870 -0.865
O 5.013 -23.255 3.569 -0.531
```